No. 1
Formula: C59H74BCl2F7N13
Source: OMol25
Level of theory: ωB97M-V with the def2-TZVPD basis set

The geometry in XYZ format:
```
156
Properties=species:S:1:pos:R:3:forces:R:3
C 3.1769 0.1425 -2.6906 0.1 -0.9 0.2
C 2.9621 1.1541 -1.4168 0.4 -1.2 0.9
C 1.3987 1.0318 -0.9370 1.6 -1.1 0.3
Cl 1.3969 1.4855 0.8983 0.7 -1.3 -0.5
B 0.3474 2.0267 -1.7156 1.0 1.0 -0.7
C 1.0261 2.8638 -2.9898 -0.8 0.5 -1.1
Cl -0.2130 3.3488 -0.4790 -0.7 0.4 -0.6
C -0.9972 1.2957 -2.3155 -1.2 0.9 -0.2
F -0.7845 0.7074 -3.6673 -1.0 1.2 3.2
F -2.0261 2.3902 -2.4770 1.7 -3.3 -0.2
C -1.6654 0.1558 -1.3456 -0.9 -1.2 -0.2
F -1.0688 -1.1604 -1.7819 -1.7 3.6 1.9
F -1.5333 0.4096 0.1079 -0.1 -1.2 -4.9
C -3.3048 -0.0208 -1.6233 -2.2 -1.2 0.4
F -4.0861 1.0026 -0.8705 2.6 -3.7 -3.2
F -3.8053 -1.3536 -1.1190 1.6 4.4 -1.7
F -3.6250 -0.0333 -3.0975 1.0 0.3 5.1
H 3.8148 -0.7955 -2.3190 -1.3 2.0 -0.8
H 2.1355 -0.3181 -3.0335 2.2 1.2 0.5
H 3.7346 0.6114 -3.6081 -1.2 -0.7 1.7
H 3.6176 0.7078 -0.5251 -1.4 1.1 -1.9
H 3.3507 2.2467 -1.5784 -1.1 -2.1 0.1
H 1.1182 -0.1090 -0.9653 0.7 2.1 0.2
H 1.6535 3.7658 -2.5871 -0.9 -1.8 -1.0
H 1.5870 2.1733 -3.7542 -0.8 1.5 1.4
H 0.1003 3.3265 -3.5823 2.1 -0.7 1.1
N 1.2424 -0.4061 3.7233 -0.1 -0.1 0.2
C 1.5920 -0.7921 4.9911 0.0 -0.2 -0.1
C 0.4421 -0.8696 5.7448 0.3 -0.3 0.1
C -0.6397 -0.5238 4.9002 -0.1 0.0 -0.3
C -0.1172 -0.2452 3.6571 0.0 0.1 0.0
H 1.8866 -0.2633 2.9564 -0.3 0.1 0.1
H 2.6265 -0.9766 5.2481 -0.2 0.1 0.0
H 0.3882 -1.1464 6.7896 0.0 0.1 -0.1
H -1.6872 -0.4831 5.1696 0.1 0.0 -0.1
H -0.5951 0.0543 2.7339 0.1 0.0 0.2
N -2.7586 2.2031 -6.0150 0.0 0.0 -0.1
C -1.7490 2.6629 -6.8198 0.0 0.0 0.0
C -2.1565 2.5348 -8.1289 0.3 0.1 0.2
C -3.4601 1.9837 -8.1128 -0.3 -0.1 0.1
C -3.8083 1.7917 -6.7946 0.0 0.0 0.0
H -2.7335 2.1729 -5.0040 0.1 0.0 -0.2
H -0.8290 3.0395 -6.3933 -0.1 -0.1 -0.1
H -1.5778 2.8097 -9.0013 -0.1 0.0 0.2
H -4.0785 1.7525 -8.9705 0.1 0.0 0.2
H -4.7102 1.3973 -6.3458 0.2 0.1 -0.1
N -1.2211 -1.7729 -5.0659 0.0 -0.2 -0.1
C -1.5613 -3.0290 -4.6356 0.0 0.1 -0.1
C -1.1442 -3.9324 -5.5875 -0.2 -0.1 0.3
C -0.5255 -3.1957 -6.6256 0.1 0.3 -0.1
C -0.5844 -1.8652 -6.2762 -0.1 0.1 0.1
H -1.4096 -0.9126 -4.5679 0.1 -0.2 -0.1
H -2.0710 -3.1718 -3.6922 0.1 0.0 -0.1
H -1.2708 -5.0062 -5.5388 0.0 0.2 0.0
H -0.0839 -3.5931 -7.5304 -0.1 0.1 0.1
H -0.2298 -0.9784 -6.7844 -0.1 -0.1 0.1
N -5.1730 -4.2390 -3.4640 0.0 -0.1 0.0
C -5.0186 -4.9825 -4.6050 0.0 0.0 -0.1
C -5.1232 -6.3125 -4.2638 0.0 0.2 -0.3
C -5.3547 -6.3730 -2.8688 -0.1 0.2 0.4
C -5.3837 -5.0783 -2.4010 0.0 0.0 0.1
H -5.1380 -3.2291 -3.4143 0.0 -0.4 0.0
H -4.8464 -4.5029 -5.5592 0.0 -0.1 0.2
H -5.0428 -7.1487 -4.9461 0.0 0.2 0.1
H -5.4868 -7.2649 -2.2700 0.0 0.2 -0.1
H -5.5344 -4.6835 -1.4051 0.0 -0.1 -0.2
N 6.6030 1.1035 -4.7244 0.1 0.0 -0.1
C 6.1149 1.4459 -5.9585 -0.1 0.0 -0.1
C 6.6591 2.6612 -6.3092 -0.3 -0.3 -0.2
C 7.5100 3.0630 -5.2520 0.2 -0.1 0.4
C 7.4586 2.0812 -4.2879 0.1 0.0 0.1
H 6.3691 0.2607 -4.2157 0.1 0.4 -0.1
H 5.4227 0.7980 -6.4794 0.1 0.1 0.1
H 6.4653 3.1995 -7.2279 0.0 -0.1 0.2
H 8.0975 3.9706 -5.1998 -0.1 -0.2 0.0
H 7.9554 1.9956 -3.3307 -0.1 0.1 -0.1
N 6.8931 4.0157 0.7240 0.0 0.0 0.0
C 7.9027 4.4755 -0.0808 0.1 0.0 0.0
C 7.4952 4.3474 -1.3900 0.3 0.1 0.2
C 6.1917 3.7963 -1.3738 -0.4 -0.2 0.2
C 5.8434 3.6043 -0.0556 -0.1 -0.1 -0.1
H 6.9182 3.9855 1.7350 0.0 0.0 -0.4
H 8.8227 4.8520 0.3457 -0.1 -0.1 -0.1
H 8.0739 4.6223 -2.2623 -0.1 0.0 0.1
H 5.5732 3.5651 -2.2315 0.1 0.0 0.1
H 4.9415 3.2099 0.3932 0.1 0.1 -0.1
N -4.7237 -1.5428 5.8181 0.0 0.0 0.0
C -5.2100 -2.7091 5.2873 -0.1 -0.1 0.0
C -5.6117 -2.4537 3.9951 0.0 -0.3 0.2
C -5.3530 -1.0866 3.7355 0.1 0.4 0.1
C -4.8020 -0.5491 4.8772 0.0 0.1 0.0
H -4.3626 -1.4328 6.7568 -0.1 -0.1 -0.3
H -5.2301 -3.6181 5.8734 0.0 0.1 -0.1
H -6.0431 -3.1745 3.3127 0.1 0.1 0.1
H -5.5470 -0.5520 2.8147 0.1 -0.1 0.2
H -4.4612 0.4531 5.1005 -0.1 -0.2 -0.1
N -0.7146 -4.0099 7.1553 -0.1 -0.1 0.1
C -0.3650 -4.3959 8.4231 0.0 0.0 0.0
C -1.5148 -4.4734 9.1768 0.4 -0.1 0.1
C -2.5967 -4.1276 8.3322 -0.1 0.1 -0.3
C -2.0742 -3.8490 7.0891 0.0 0.1 -0.1
H -0.0704 -3.8671 6.3884 -0.2 0.1 0.2
H 0.6695 -4.5804 8.6802 -0.2 0.0 0.0
H -1.5688 -4.7503 10.2217 0.0 0.0 -0.2
H -3.6442 -4.0869 8.6016 0.1 0.0 -0.1
H -2.5521 -3.5495 6.1659 0.1 0.0 0.1
N -5.9418 4.1579 0.9003 0.0 0.1 0.0
C -5.7799 5.1603 1.8209 -0.1 0.1 0.1
C -4.5807 4.9561 2.4661 -0.4 0.2 0.0
C -3.9958 3.7930 1.9108 0.0 -0.4 -0.2
C -4.8562 3.3222 0.9443 0.1 -0.1 0.1
H -6.7372 4.0519 0.2841 0.4 0.1 0.2
H -6.5308 5.9301 1.9389 0.1 -0.1 0.0
H -4.1707 5.5785 3.2509 0.0 0.0 -0.2
H -3.0487 3.3471 2.1859 -0.1 0.1 -0.1
H -4.7896 2.4657 0.2868 0.0 0.4 0.3
N 1.4999 4.3522 7.3071 0.0 0.1 0.0
C 1.6543 3.6087 6.1661 0.1 -0.1 0.0
C 1.5497 2.2787 6.5073 0.1 0.3 -0.4
C 1.3182 2.2182 7.9023 0.0 0.2 0.3
C 1.2893 3.5129 8.3701 0.0 0.0 0.1
H 1.5350 5.3621 7.3568 -0.1 -0.4 0.0
H 1.8265 4.0883 5.2119 -0.1 -0.1 0.1
H 1.6302 1.4425 5.8250 -0.1 0.3 0.2
H 1.1862 1.3263 8.5011 0.0 0.1 -0.1
H 1.1385 3.9077 9.3660 0.0 -0.1 -0.2
N -0.4325 -5.2495 -1.6267 0.0 -0.1 0.0
C 0.7796 -5.7521 -1.2308 0.0 0.0 0.1
C 0.8875 -7.0358 -1.7173 0.2 0.3 0.2
C -0.2988 -7.3151 -2.4369 -0.4 0.1 -0.1
C -1.0949 -6.1938 -2.3671 -0.1 0.0 0.0
H -0.7829 -4.3261 -1.4076 0.1 -0.3 -0.1
H 1.4591 -5.1555 -0.6371 -0.1 -0.1 -0.1
H 1.7302 -7.6990 -1.5708 -0.1 0.1 0.0
H -0.5456 -8.2349 -2.9512 0.0 0.2 0.1
H -2.0739 -5.9880 -2.7788 0.1 -0.1 0.0
N -3.9358 5.6793 6.2745 0.0 0.0 0.0
C -3.7740 6.6817 7.1952 0.0 0.1 0.1
C -2.5747 6.4775 7.8403 -0.3 0.3 0.0
C -1.9899 5.3143 7.2851 0.0 -0.3 -0.2
C -2.8503 4.8436 6.3186 0.0 -0.1 0.0
H -4.7313 5.5733 5.6584 0.3 0.0 0.2
H -4.5248 7.4514 7.3132 0.1 -0.1 0.0
H -2.1648 7.0998 8.6251 -0.1 -0.1 -0.1
H -1.0428 4.8685 7.5602 -0.2 0.0 -0.1
H -2.7837 3.9871 5.6611 0.0 0.1 0.1
N 6.3211 -2.7523 -4.5290 0.0 0.0 0.0
C 7.6226 -2.4339 -4.2407 0.1 0.0 0.1
C 8.3248 -3.6087 -4.0895 0.1 0.4 0.0
C 7.4160 -4.6732 -4.2998 -0.4 -0.1 -0.1
C 6.1868 -4.1157 -4.5723 0.0 -0.1 0.0
H 5.5765 -2.0857 -4.6862 0.2 -0.3 0.0
H 7.9365 -1.4013 -4.1665 0.0 -0.2 0.0
H 9.3781 -3.6902 -3.8544 -0.2 0.0 0.0
H 7.6348 -5.7323 -4.2578 -0.1 0.2 0.0
H 5.2304 -4.5713 -4.7914 0.2 0.1 0.1
```
Positions in Å, forces in eV/Å.

## Properties
HOMO energy in Eh: -0.2304
Total charge: -1
LUMO energy in eV: 1.990
HOMO-LUMO gap in eV: 8.3

Atom charges from the Löwdin analysis, given in e for atoms 1 to 8: atom 1 (C): -0.14, atom 2 (C): -0.27, atom 3 (C): -0.54, atom 4 (Cl): 0.48, atom 5 (B): -1.07, atom 6 (C): -0.12, atom 7 (Cl): 0.52, atom 8 (C): -0.19

=====

No. 2
Formula: C4H13N4O4S2
Source: OMol25
Level of theory: ωB97M-V with the def2-TZVPD basis set

The geometry in XYZ format:
```
27
Properties=species:S:1:pos:R:3:forces:R:3
C 3.5921 0.4396 0.4991 0.2 -0.2 0.4
C -4.1886 1.7854 0.3774 -0.2 0.3 0.3
C 0.2223 -2.2349 -1.4002 0.2 0.7 0.1
C -3.6315 0.7737 -0.5877 0.3 -0.1 0.2
N 4.5953 1.3027 0.6906 -0.1 0.0 0.0
N 3.3873 -0.5723 1.3164 -0.1 0.0 -0.1
N 1.9790 -0.2883 -1.1147 -2.4 -0.9 -0.7
N 2.8037 0.6151 -0.5872 0.0 1.2 0.3
O 0.8356 -1.1785 0.9791 -0.6 -0.1 0.6
O -1.0911 -0.2286 -0.2641 1.2 0.5 -0.6
O -2.7720 -0.2471 1.7631 0.1 0.4 0.0
O -3.1111 -1.8209 -0.1031 -0.1 0.1 -0.2
S 0.4843 -0.7795 -0.3736 -0.4 -0.8 0.4
S -2.8214 -0.5165 0.3772 1.7 -1.0 -0.5
H -4.8933 1.3191 1.0612 -0.1 0.1 0.0
H -3.3907 2.2276 0.9679 0.0 0.1 0.0
H -4.7039 2.5791 -0.1611 0.0 0.0 -0.1
H -0.7149 -2.6785 -1.0840 -0.1 0.1 0.1
H 0.1779 -1.9067 -2.4292 -0.1 0.0 -0.2
H 1.0584 -2.9046 -1.2489 0.1 0.0 0.1
H -2.8749 1.1817 -1.2486 0.1 -0.1 -0.1
H -4.3921 0.2485 -1.1565 0.0 -0.2 -0.1
H 5.2322 1.1804 1.4601 -0.1 0.1 0.0
H 4.8219 2.0041 0.0056 0.0 -0.1 0.0
H 3.9625 -0.7074 2.1325 0.1 0.1 -0.1
H 2.4708 -1.0514 1.2692 0.2 0.1 0.0
H 2.9623 1.4583 -1.1403 0.0 -0.3 0.2
```
Positions in Å, forces in eV/Å.

## Properties
HOMO energy in Eh: -0.4783
Total charge: +1
LUMO energy in eV: -4.353
SMILES: CCS(=O)(=O)O[S@](C)(=O)=N[NH+]=C(N)N
HOMO-LUMO gap in eV: 8.7

Atom charges from the Löwdin analysis, given in e for atoms 1 to 8: atom 1 (C): -0.40, atom 2 (C): -0.11, atom 3 (C): -0.12, atom 4 (C): -0.25, atom 5 (N): 0.21, atom 6 (N): 0.23, atom 7 (N): -0.14, atom 8 (N): -0.05

=====

No. 3
Formula: C2H4N2O3
Source: OMol25
Level of theory: ωB97M-V with the def2-TZVPD basis set

The geometry in XYZ format:
```
11
Properties=species:S:1:pos:R:3:forces:R:3
C -1.1296 -0.0647 -0.3072 1.1 -0.2 3.8
C 1.8999 -0.2481 1.0458 0.8 1.4 1.8
H -1.1698 0.1147 -2.3346 -0.6 -0.5 1.0
H -2.5985 -0.4617 -1.4756 -1.1 -0.2 -0.5
H 0.5708 1.3727 1.1441 0.5 -1.1 -0.1
H 2.0848 -1.0369 0.3457 0.3 -0.9 -0.4
N -1.6347 -0.2586 -1.4924 -0.3 0.3 -2.2
N 0.7921 0.4449 0.7389 -0.3 1.8 0.1
O -1.6215 -0.1979 0.8222 0.9 0.4 -3.2
O 0.2289 0.2808 -0.5106 -0.8 -0.2 0.9
O 2.5776 0.0548 2.0238 -0.5 -0.7 -1.1
```
Positions in Å, forces in eV/Å.

## Properties
HOMO energy in Eh: -0.3696
Relative energy (zero: lowest compared OMol25 entry of this formula, charge and spin) in kcal per mole: 50.77
LUMO energy in eV: 0.465
SMILES: NC(=O)ONC=O
HOMO-LUMO gap in eV: 10.5

Atom charges from the Löwdin analysis, given in e for atoms 1 to 8: atom 1 (C): -0.57, atom 2 (C): -0.31, atom 3 (H): 0.15, atom 4 (H): 0.11, atom 5 (H): 0.19, atom 6 (H): 0.13, atom 7 (N): 0.20, atom 8 (N): 0.02

=====

No. 4
Formula: C5H11PS
Source: OMol25
Level of theory: ωB97M-V with the def2-TZVPD basis set

The geometry in XYZ format:
```
18
Properties=species:S:1:pos:R:3:forces:R:3
C -0.1166 -1.6331 0.1101 1.4 2.6 1.0
C -0.7171 1.0638 1.0088 1.2 1.4 -2.3
C 1.6743 0.5156 0.4584 1.4 0.1 -1.2
C 0.2607 0.7121 -1.4639 -1.4 -4.8 0.3
C 0.2574 0.3007 0.0112 0.2 -1.2 0.0
P -1.6209 -2.1072 -0.7347 -1.8 0.9 1.1
S 0.9325 -2.6147 0.8857 -0.9 0.8 -0.7
H -0.2560 2.0208 1.4867 -0.5 -1.4 -1.3
H -0.8275 0.4372 1.8435 -1.0 -0.9 1.0
H -1.6123 1.3471 0.3930 0.4 -0.4 1.3
H 1.7774 1.6588 0.6179 0.2 -2.0 0.3
H 2.4659 0.2250 -0.3946 -1.7 0.4 2.0
H 1.7745 -0.1628 1.3138 0.9 0.7 0.3
H -0.7332 0.6166 -1.8288 -1.1 0.4 -0.6
H 0.5997 1.6666 -1.5491 1.2 2.7 -0.6
H 0.8067 -0.1010 -2.0613 -0.2 1.6 0.8
H -2.4216 -0.8478 -0.3052 1.0 -1.9 -0.5
H -2.2439 -3.0978 0.2086 0.8 1.2 -0.8
```
Positions in Å, forces in eV/Å.

## Properties
HOMO energy in Eh: -0.3042
Relative energy (zero: lowest compared OMol25 entry of this formula, charge and spin) in kcal per mole: 77.90
LUMO energy in eV: -0.396
HOMO-LUMO gap in eV: 7.9

Atom charges from the Löwdin analysis, given in e for atoms 1 to 8: atom 1 (C): -1.04, atom 2 (C): -0.07, atom 3 (C): -0.16, atom 4 (C): -0.10, atom 5 (C): -0.54, atom 6 (P): 0.73, atom 7 (S): 0.61, atom 8 (H): 0.10